[1]
Formula: C5H8N2
Source: the OMol25 dataset
Level of theory: wB97M-V/def2-TZVPD

Its LUMO energy is 0.90 eV. The calculation puts the energy at -8293.116 eV. The molar mass is 96.1 g mol⁻¹. The SMILES is C[C@H]1[C@@H](C#N)N1C. The total charge is 0. The energy relative to the best compared isomer or geometry (same formula, charge and spin) comes out at 43.4 kcal/mol.

Atoms and positions in Å:
C  -1.82  0.27  0.27
C  -0.51  -0.27  -0.25
C  0.63  0.63  -0.58
C  0.23  2.00  -0.84
N  -0.26  2.93  -1.33
N  0.58  -0.09  0.68
C  1.52  -1.20  0.82
H  -1.62  1.05  1.01
H  -2.46  0.69  -0.52
H  -2.36  -0.53  0.78
H  -0.56  -1.14  -0.90
H  1.37  0.28  -1.30
H  1.84  -1.63  -0.15
H  1.03  -1.99  1.40
H  2.40  -0.87  1.38


[2]
Formula: C5H7N3O2
Source: the OMol25 dataset
Level of theory: wB97M-V/def2-TZVPD

Its LUMO energy is 0.84 eV. The calculation puts the energy at -13862.384 eV. The molar mass is 141.1 g mol⁻¹. The SMILES is COc1ccnn1C(N)=O. The total charge is 0. The energy relative to the best compared isomer or geometry (same formula, charge and spin) comes out at 41.6 kcal/mol.

Atoms and positions in Å:
C  2.80  -0.36  0.12
O  1.54  0.27  0.24
C  0.39  -0.40  0.10
C  0.00  -1.66  -0.19
C  -1.41  -1.64  -0.15
N  -1.87  -0.40  -0.10
N  -0.73  0.35  0.03
C  -0.90  1.75  0.15
N  -2.21  2.06  -0.04
O  -0.08  2.51  0.50
H  2.58  -1.28  -0.41
H  3.20  -0.57  1.22
H  3.53  0.11  -0.47
H  0.62  -2.47  -0.36
H  -2.08  -2.49  -0.42
H  -2.86  1.18  -0.20
H  -2.53  3.04  -0.04


[3]
Formula: C31H17Cl5N4O5Ti
Source: the OMol25 dataset
Level of theory: wB97M-V/def2-TZVPD

Its LUMO energy (spin up / spin down) is 4.13 / 4.13 eV. The calculation puts the energy at -134355.909 eV. The molar mass is 750.6 g mol⁻¹. Its multiplicity is 3. The total charge is -2. The energy relative to the best compared isomer or geometry (same formula, charge and spin) comes out at 22.0 kcal/mol.

Atoms and positions in Å:
Ti  -0.32  0.09  -0.38
O  -3.73  1.65  -2.26
C  -2.59  1.51  -1.78
N  -1.84  0.34  -1.79
C  -2.27  -0.76  -2.53
C  -3.32  -0.81  -3.46
C  -3.58  -1.98  -4.16
C  -2.82  -3.12  -3.96
C  -1.77  -3.09  -3.05
C  -1.50  -1.93  -2.34
N  -0.51  -1.79  -1.35
C  0.49  -2.68  -1.25
O  0.80  -3.63  -1.97
C  1.26  -2.52  0.05
C  2.37  -3.30  0.34
C  2.92  -3.18  1.60
C  2.35  -2.31  2.52
C  1.27  -1.54  2.13
N  0.74  -1.65  0.91
C  -1.86  2.58  -1.15
C  -2.36  3.89  -1.07
C  -1.58  4.89  -0.57
C  -0.26  4.56  -0.15
C  0.15  3.25  -0.21
N  -0.61  2.24  -0.68
H  -3.92  0.07  -3.60
H  -4.40  -1.99  -4.87
H  -3.02  -4.03  -4.52
H  -1.15  -3.96  -2.90
H  2.74  -3.98  -0.42
H  3.79  -3.77  1.87
H  2.75  -2.19  3.52
H  0.83  -0.79  2.77
H  -3.37  4.05  -1.42
H  -1.95  5.90  -0.50
H  0.43  5.30  0.24
H  1.14  2.99  0.13
Cl  6.56  2.09  1.72
C  4.84  1.73  1.52
C  4.01  1.84  2.62
C  2.65  1.55  2.45
Cl  1.60  1.71  3.83
C  2.09  1.17  1.23
O  0.82  0.94  1.12
C  2.99  1.05  0.11
C  2.53  0.65  -1.15
O  1.32  0.23  -1.39
C  4.37  1.35  0.29
H  4.38  2.15  3.59
H  3.22  0.63  -1.99
H  5.04  1.27  -0.55
Cl  -4.42  -1.12  6.02
C  -3.61  -0.79  4.50
C  -3.36  -1.82  3.62
C  -2.71  -1.55  2.42
Cl  -2.44  -2.87  1.33
C  -2.28  -0.25  2.07
O  -1.67  0.01  0.97
C  -2.58  0.76  3.00
Cl  -2.14  2.39  2.63
C  -3.23  0.51  4.20
H  -3.66  -2.83  3.84
H  -3.43  1.32  4.88


[4]
Formula: C19H43InN2OP3Se
Source: the OMol25 dataset
Level of theory: wB97M-V/def2-TZVPD

Its LUMO energy (spin up / spin down) is -12.57 / -12.73 eV. The calculation puts the energy at -123786.497 eV. The molar mass is 602.3 g mol⁻¹. The total charge is +3.

Atoms and positions in Å:
In  -0.66  -0.08  -0.65
P  -3.25  -0.17  -0.03
P  0.21  -2.51  0.38
P  0.00  2.44  0.32
H  4.63  -0.86  -1.15
C  4.37  0.10  -0.65
C  4.31  0.22  0.69
H  4.25  -0.66  1.33
C  -4.09  -0.22  -1.66
C  -3.86  -1.61  0.90
C  -3.95  1.26  0.85
C  1.99  -2.73  0.65
C  -0.55  -3.29  1.83
C  -0.19  -3.61  -1.02
C  1.75  2.84  0.58
C  -0.84  3.24  1.71
C  -0.47  3.43  -1.14
H  4.56  0.98  -1.30
H  4.24  1.20  1.18
H  -5.18  -0.27  -1.51
H  -3.75  -1.10  -2.22
H  -3.83  0.67  -2.24
H  -4.96  -1.62  0.89
H  -3.50  -1.54  1.93
H  -3.48  -2.54  0.45
H  -5.05  1.21  0.84
H  -3.63  2.20  0.38
H  -3.58  1.25  1.89
H  2.34  -3.60  0.09
H  2.16  -2.90  1.73
H  2.57  -1.84  0.35
H  -0.64  -4.37  1.68
H  -1.54  -2.84  2.01
H  0.09  -3.10  2.70
H  0.42  -4.52  -0.93
H  0.02  -3.09  -1.97
H  -1.26  -3.88  -0.99
H  1.99  3.75  0.03
H  2.41  2.03  0.24
H  1.93  3.01  1.65
H  -0.96  4.32  1.51
H  -0.24  3.11  2.63
H  -1.83  2.78  1.87
H  0.10  4.36  -1.12
H  -1.55  3.64  -1.12
H  -0.24  2.85  -2.06
C  0.99  0.06  -4.02
C  2.35  -0.17  -3.72
C  3.36  -0.12  -4.68
C  3.05  0.17  -6.02
C  1.71  0.42  -6.36
C  0.72  0.39  -5.38
Se  -0.56  -0.18  -3.02
H  1.16  0.02  -0.67
H  2.59  -0.39  -2.68
H  4.40  -0.32  -4.39
H  3.82  0.19  -6.76
H  1.45  0.65  -7.39
H  -0.31  0.59  -5.67
C  -1.87  -0.29  5.43
N  -0.58  0.12  4.96
C  -0.22  0.13  3.64
N  1.05  0.66  3.42
O  -0.97  -0.14  2.69
H  -2.48  -0.61  4.58
H  -2.38  0.53  5.94
H  -1.78  -1.13  6.13
H  0.10  0.44  5.63
H  1.47  0.44  2.55
H  1.69  0.65  4.25